# 1
The following is a DFT calculation (ωB97M-V/def2-TZVPD) of a structure of composition CH3O3PS.

Last column: natural (NBO) charge in e.
Element x y z (Å)
O: -2.5486 0.9519 0.4828  -0.72
O: -0.3269 0.5815 0.3599  -0.70
H: 2.2643 -2.5605 0.9214  -0.05
S: 3.2082 -2.0504 -1.5003  -0.31
C: -1.3558 1.1751 -0.2013  0.98
H: 0.6867 0.9498 -0.2933  0.52
P: 1.8220 -1.5943 -0.1435  0.37
O: -1.2460 1.9042 -1.0891  -0.59
H: -2.5038 0.6426 1.4634  0.51

Cartesian forces (eV/Å) of the 3 atoms listed first:
O 0.608 -0.460 1.240
O 5.169 0.378 -1.612
H -0.563 0.852 -0.734

**Relative energy (zero: lowest compared OMol25 entry of this formula, charge and spin)**: 2.793 eV
**LUMO**: -2.0 eV
**HOMO energy**: -9.2182 eV
**Multiplicity**: 1
**Calculated total energy**: -27350.04265 eV



# 2
The following is a DFT calculation (ωB97M-V/def2-TZVPD) of the ion CH3O3S3 with charge -1.

Last column: natural (NBO) charge in e.
Element x y z (Å)
S: -0.8007 -0.5999 -1.5420  -0.14
S: 1.2372 1.1150 0.0890  2.39
H: -1.4895 0.8060 0.2695  0.22
C: -0.6131 0.0576 0.1715  -0.77
S: -0.4031 -1.1631 1.4442  -0.16
O: 2.0553 0.2546 0.9403  -0.99
O: 1.5259 1.0073 -1.3181  -0.99
H: 1.0354 -0.8016 1.6466  0.25
O: 0.8979 2.4034 0.6140  -0.98
H: -0.0097 0.3540 -2.0184  0.18

Cartesian forces (eV/Å) of the 3 atoms listed first:
S -0.646 -0.540 0.598
S -3.365 -2.480 0.475
H 1.699 -1.185 0.520

**Relative energy (zero: lowest compared OMol25 entry of this formula, charge and spin)**: 0.651 eV
**LUMO**: 3.4 eV
**HOMO energy**: -4.8286 eV
**Structure (SMILES)**: O=S(=O)([O-])C(S)S
**Multiplicity**: 1
**Total charge**: -1
**Calculated total energy**: -39734.81401 eV



# 3
The following is a DFT calculation (ωB97M-V/def2-TZVPD) of the ion CH3O3Si with charge -1.

Last column: natural (NBO) charge in e.
Element x y z (Å)
O: -0.4350 2.9475 -1.1621  -0.74
H: -1.7884 0.0983 0.4871  0.53
C: -0.8915 1.9516 -0.5718  0.56
O: -0.9045 -0.4872 0.6825  -1.16
Si: 0.1927 0.1754 -0.3595  1.10
H: 1.3290 0.5569 0.6190  -0.26
H: 0.9462 -0.7773 -1.2758  -0.23
O: -2.0236 1.7857 0.0014  -0.79

Cartesian forces (eV/Å) of the 3 atoms listed first:
O -0.264 -0.863 0.669
H 2.514 -0.946 0.634
C -0.427 -0.238 -0.887

**Relative energy (zero: lowest compared OMol25 entry of this formula, charge and spin)**: 0.675 eV
**LUMO**: 4.1 eV
**HOMO energy**: -3.8872 eV
**Structure (SMILES)**: O=C([O-])[SiH2]O
**Multiplicity**: 1
**Total charge**: -1
**Calculated total energy**: -15107.73922 eV



# 4
The following is a DFT calculation (ωB97M-V/def2-TZVPD) of a structure of composition CH3O4S.

Last column: natural (NBO) charge in e.
Element x y z (Å)
O: 0.5681 -1.0768 0.0450  -0.74
O: -2.7859 0.8947 0.9350  -0.99
H: 0.5257 1.0473 0.4398  0.14
O: -2.0821 -1.4696 0.5493  -1.05
S: -2.1562 -0.0343 0.0332  2.26
C: 0.1060 0.2414 -0.1054  -0.25
H: 0.1597 0.6298 -1.0902  0.14
O: -2.6013 0.0246 -1.3379  -1.00
H: -0.1409 -1.4924 0.3930  0.49

Cartesian forces (eV/Å) of the 3 atoms listed first:
O 4.060 3.512 -1.702
O -0.029 0.559 0.456
H 0.405 0.219 1.828

**Relative energy (zero: lowest compared OMol25 entry of this formula, charge and spin)**: 1.543 eV
**LUMO**: 4.2 eV
**HOMO energy**: -4.7822 eV
**Multiplicity**: 1
**Total charge**: -1
**Calculated total energy**: -20111.08345 eV



# 5
The following is a DFT calculation (ωB97M-V/def2-TZVPD) of a structure of composition CH3O4S2.

Last column: natural (NBO) charge in e.
Element x y z (Å)
H: -0.8668 -0.2964 1.6811  0.16
S: 1.2140 0.2287 0.0907  1.91
C: -1.0770 -0.2710 0.5169  0.08
H: 0.4018 -1.2451 -0.8146  0.48
S: -1.9325 1.2651 0.0579  -0.11
O: -1.1220 -1.2355 -0.2542  -0.75
O: 1.4838 1.5051 -0.5935  -1.00
H: -1.4241 1.1024 -1.1072  0.13
O: 2.0712 -0.0074 1.2812  -1.01
O: 1.2517 -1.0457 -0.8584  -0.89

Cartesian forces (eV/Å) of the 3 atoms listed first:
H -0.600 -0.287 -2.019
S -1.484 2.199 3.322
C 1.651 0.350 1.619

**Relative energy (zero: lowest compared OMol25 entry of this formula, charge and spin)**: 1.886 eV
**LUMO**: 3.3 eV
**HOMO energy**: -3.9120 eV
**Multiplicity**: 1
**Total charge**: -1
**Calculated total energy**: -30946.06704 eV



# 6
The following is a DFT calculation (ωB97M-V/def2-TZVPD) of a structure of composition CH3OPS.

Last column: natural (NBO) charge in e.
Element x y z (Å)
H: 1.1672 1.4246 -0.2675  0.47
P: 1.1073 -0.5132 0.5133  0.79
H: 1.0330 -1.5402 -0.4855  -0.07
C: -1.1989 0.0461 0.2531  -0.55
O: 1.5399 0.6706 -0.5282  -0.97
H: -1.4615 0.8475 0.9788  0.19
S: -2.1869 -0.9353 -0.4639  0.14

Cartesian forces (eV/Å) of the 3 atoms listed first:
H -2.084 5.044 1.461
P -2.978 0.318 -0.549
H -0.109 0.206 0.292

**Relative energy (zero: lowest compared OMol25 entry of this formula, charge and spin)**: 2.451 eV
**LUMO**: -0.6 eV
**HOMO energy**: -7.8377 eV
**Multiplicity**: 1
**Calculated total energy**: -23254.39223 eV



# 7
The following is a DFT calculation (ωB97M-V/def2-TZVPD) of a cluster of 2 separate species, CH3OS2 in total.

Last column: natural (NBO) charge in e.
Element x y z (Å)
H: 1.1578 0.3479 -1.5074  0.16
H: -0.3451 -0.5817 -1.7458  0.18
H: -0.1507 1.2226 -2.5361  0.17
C: 0.1535 0.3143 -2.0137  -0.51
S: 0.3168 -0.6728 2.4706  0.65
O: 0.3724 0.7421 2.9580  -0.98
S: -1.5047 -1.3725 2.3743  -0.67

Cartesian forces (eV/Å) of the 3 atoms listed first:
H -1.092 0.227 -0.700
H -1.083 -0.272 -0.245
H -0.372 -0.718 0.186

**Relative energy (zero: lowest compared OMol25 entry of this formula, charge and spin)**: 1.564 eV
**LUMO (alpha / beta)**: 3.9 / 3.0 eV
**HOMO energy (alpha / beta)**: -3.8231 / -2.0755 eV
**Multiplicity**: 1
**Total charge**: -1
**Calculated total energy**: -24802.47022 eV



# 8
The following is a DFT calculation (ωB97M-V/def2-TZVPD) of a cluster of 2 separate species, CH3OS2 in total.

Last column: natural (NBO) charge in e.
Element x y z (Å)
O: 1.0432 4.1320 2.1699  -0.97
H: -0.5961 0.7366 -0.8821  0.18
S: 0.6747 2.6789 2.2245  0.67
H: 0.5077 -0.6508 -0.0117  0.16
C: -0.4105 -0.0434 -0.1406  -0.52
H: -1.0544 -0.5812 0.5075  0.16
S: 0.6413 1.8904 4.0777  -0.69

Cartesian forces (eV/Å) of the 3 atoms listed first:
O 0.084 0.337 0.038
H 0.038 -0.501 0.599
S -0.099 -0.599 0.481

**Relative energy (zero: lowest compared OMol25 entry of this formula, charge and spin)**: 1.741 eV
**LUMO (alpha / beta)**: 3.9 / 3.0 eV
**HOMO energy (alpha / beta)**: -3.7553 / -2.1978 eV
**Multiplicity**: 1
**Total charge**: -1
**Calculated total energy**: -24802.29297 eV



# 9
The following is a DFT calculation (ωB97M-V/def2-TZVPD) of a cluster of 2 separate species, CH3OS2 in total.

Last column: natural (NBO) charge in e.
Element x y z (Å)
H: -0.2472 -0.5702 -0.9545  0.16
S: -3.6079 1.0821 -0.4278  -0.68
H: -0.2751 1.0522 -0.1525  0.16
S: -2.9829 -0.7593 -0.1356  0.75
C: -0.0939 0.0832 -0.1633  -0.56
O: -3.2372 -1.1233 1.2679  -0.98
H: 0.3844 -0.3521 0.6762  0.14

Cartesian forces (eV/Å) of the 3 atoms listed first:
H -0.265 -0.579 -1.515
S -0.122 0.324 -0.538
H -1.077 4.147 -0.263

**Relative energy (zero: lowest compared OMol25 entry of this formula, charge and spin)**: 1.629 eV
**LUMO (alpha / beta)**: 3.8 / 3.9 eV
**HOMO energy (alpha / beta)**: -2.1818 / -3.8093 eV
**Multiplicity**: 1
**Total charge**: -1
**Calculated total energy**: -24802.40497 eV



# 10
The following is a DFT calculation (ωB97M-V/def2-TZVPD) of the molecule CH3P.

Last column: natural (NBO) charge in e.
Element x y z (Å)
H: 0.5028 -1.3886 0.1664  0.20
H: -1.2732 1.5563 0.0594  -0.06
P: -1.1435 0.0707 0.0372  0.41
H: 1.4150 0.1319 -0.3341  0.23
C: 0.4988 -0.3704 0.0712  -0.78

Cartesian forces (eV/Å) of the 3 atoms listed first:
H 0.612 -2.639 0.181
H 0.738 -1.062 -0.441
P 0.904 0.541 0.820

**Relative energy (zero: lowest compared OMol25 entry of this formula, charge and spin)**: 0.292 eV
**LUMO**: -0.1 eV
**HOMO energy**: -9.5259 eV
**Structure (SMILES)**: C=P
**Multiplicity**: 1
**Calculated total energy**: -10372.35817 eV



# 11
The following is a DFT calculation (ωB97M-V/def2-TZVPD) of the molecule CH3P.

Last column: natural (NBO) charge in e.
Element x y z (Å)
H: 0.2307 1.4121 0.5852  -0.06
P: 0.0659 0.2227 0.0053  0.54
H: -0.2923 -1.9343 0.4906  0.17
H: 0.2225 0.8987 -1.1307  -0.01
C: -0.1894 -1.0083 1.0806  -0.63

Cartesian forces (eV/Å) of the 3 atoms listed first:
H 0.106 1.283 1.711
P -0.182 -0.405 2.476
H -0.088 -0.159 0.285

**Relative energy (zero: lowest compared OMol25 entry of this formula, charge and spin)**: 2.969 eV
**LUMO**: 0.0 eV
**HOMO energy**: -9.5246 eV
**Structure (SMILES)**: C#[PH2]
**Multiplicity**: 1
**Calculated total energy**: -10369.68116 eV



# 12
The following is a DFT calculation (ωB97M-V/def2-TZVPD) of a cluster of 2 separate species, CH3P3 in total.

Last column: natural (NBO) charge in e.
Element x y z (Å)
P: 2.2458 -0.0826 -0.4426  0.54
H: -3.2259 0.6668 0.5857  -0.01
P: -2.5309 -0.1142 -0.2647  0.10
C: 3.5076 0.3728 0.3425  -0.75
P: -1.0582 -1.2936 0.2785  -0.12
H: -3.0718 -0.0798 -1.6837  0.02
H: 4.1334 0.5306 1.1842  0.22

Cartesian forces (eV/Å) of the 3 atoms listed first:
P 1.452 0.603 0.387
H -0.981 0.948 0.465
P 1.209 -1.732 -2.259

**Relative energy (zero: lowest compared OMol25 entry of this formula, charge and spin)**: 2.457 eV
**LUMO**: -1.0 eV
**HOMO energy**: -8.0766 eV
**Structure (SMILES)**: P#[PH2].C#P
**Multiplicity**: 1
**Calculated total energy**: -28947.10646 eV